Record 1
# C58H47ClGeN4O3P2PdSTe

C58H47ClGeN4O3P2PdSTe as an isolated structure (ωB97M-V/def2-TZVPD, OMol25).

Values from the calculation:
<S²> = 3.79
orbital gap (alpha / beta) = 5.14 / 4.09 eV
energy above the lowest of the compared OMol25 structures with the same formula, charge and spin = 0.00 kcal per mole
multiplicity = 4
charge = -1
HOMO (alpha / beta) = -3.19 / -5.64 eV

CARTESIAN COORDINATES (ANGSTROEM)
1 Pd 0.186 0.680 0.254
2 Te -4.805 -0.200 0.259
3 C -5.722 -0.562 2.148
4 C -5.917 -1.851 2.631
5 C -6.502 -2.026 3.877
6 N -6.899 -1.023 4.656
7 C -6.722 0.209 4.184
8 C -6.152 0.489 2.951
9 C -2.829 0.023 0.870
10 P -1.636 -1.228 0.661
11 C -1.034 -1.886 2.248
12 C -1.690 -1.605 3.442
13 C -1.209 -2.123 4.638
14 C -0.076 -2.923 4.642
15 C 0.579 -3.210 3.450
16 C 0.099 -2.690 2.260
17 C -2.452 -2.716 -0.012
18 C -3.179 -3.555 0.832
19 C -3.843 -4.658 0.323
20 C -3.782 -4.942 -1.036
21 C -3.052 -4.121 -1.880
22 C -2.387 -3.014 -1.368
23 P -1.993 1.584 0.796
24 C -2.170 2.437 2.397
25 C -1.445 3.602 2.647
26 C -1.585 4.268 3.854
27 C -2.441 3.773 4.829
28 C -3.152 2.605 4.596
29 C -3.014 1.941 3.384
30 C -2.951 2.651 -0.329
31 C -3.689 3.750 0.100
32 C -4.446 4.482 -0.805
33 C -4.470 4.127 -2.145
34 C -3.739 3.030 -2.580
35 C -2.989 2.295 -1.678
36 H -5.611 -2.712 2.050
37 H -6.658 -3.026 4.269
38 H -7.053 1.020 4.825
39 H -6.040 1.515 2.625
40 H -2.563 -0.964 3.428
41 H -1.718 -1.892 5.566
42 H 0.305 -3.318 5.576
43 H 1.478 -3.812 3.446
44 H 0.628 -2.894 1.336
45 H -3.223 -3.341 1.893
46 H -4.411 -5.300 0.986
47 H -4.302 -5.805 -1.433
48 H -2.999 -4.337 -2.939
49 H -1.838 -2.369 -2.040
50 H -0.757 3.980 1.899
51 H -1.011 5.167 4.040
52 H -2.544 4.293 5.774
53 H -3.813 2.205 5.356
54 H -3.555 1.024 3.196
55 H -3.678 4.039 1.143
56 H -5.020 5.332 -0.457
57 H -5.057 4.702 -2.849
58 H -3.745 2.747 -3.625
59 H -2.440 1.427 -2.020
60 Cl 1.706 2.131 2.586
61 C 0.644 0.711 2.247
62 H -0.235 0.860 2.869
63 H 1.174 -0.166 2.609
64 C 4.399 -3.149 3.278
65 C 4.059 -3.698 2.050
66 C 3.466 -2.908 1.072
67 C 3.191 -1.559 1.295
68 C 3.556 -1.022 2.532
69 C 4.150 -1.804 3.513
70 Ge 2.366 -0.392 -0.077
71 C 3.696 1.050 -0.265
72 C 3.343 2.289 -0.795
73 C 4.278 3.305 -0.938
74 C 5.591 3.098 -0.544
75 C 5.963 1.870 -0.016
76 C 5.023 0.857 0.118
77 C 2.405 -1.400 -1.764
78 C 3.013 -0.864 -2.897
79 C 2.963 -1.525 -4.118
80 C 2.315 -2.746 -4.223
81 C 1.710 -3.302 -3.102
82 C 1.752 -2.628 -1.890
83 H 4.863 -3.761 4.042
84 H 4.265 -4.742 1.845
85 H 3.237 -3.358 0.113
86 H 3.403 0.034 2.729
87 H 4.422 -1.357 4.462
88 H 2.320 2.468 -1.102
89 H 3.978 4.259 -1.354
90 H 6.322 3.890 -0.650
91 H 6.988 1.698 0.291
92 H 5.334 -0.096 0.532
93 H 3.514 0.095 -2.835
94 H 3.423 -1.078 -4.991
95 H 2.275 -3.259 -5.176
96 H 1.193 -4.252 -3.176
97 H 1.236 -3.058 -1.036
98 O 1.092 4.522 -9.547
99 S 0.085 4.473 -8.491
100 O 0.558 5.334 -7.404
101 O -1.228 4.869 -8.947
102 C -0.019 2.775 -7.883
103 N -0.126 1.881 -8.849
104 C -0.224 0.617 -8.368
105 C -0.231 0.317 -7.037
106 C -0.134 1.384 -6.093
107 N -0.010 2.660 -6.591
108 C -0.142 1.209 -4.690
109 C 0.086 2.297 -3.797
110 C 0.114 2.088 -2.449
111 N -0.059 0.875 -1.864
112 C -0.309 -0.153 -2.700
113 C -0.374 -0.044 -4.058
114 H -0.294 -0.170 -9.110
115 H -0.290 -0.713 -6.718
116 H 0.235 3.292 -4.190
117 H 0.263 2.923 -1.772
118 H -0.452 -1.108 -2.220
119 H -0.584 -0.937 -4.630

Record 2
# C5H8ClNO2

C5H8ClNO2 as an isolated structure in a non-equilibrium geometry (ωB97M-V/def2-TZVPD, OMol25).

Values from the calculation:
orbital gap = 10.23 eV
energy above the lowest of the compared OMol25 structures with the same formula, charge and spin = 88.38 kcal per mole
HOMO = -9.62 eV

CARTESIAN COORDINATES (ANGSTROEM)
1 C 0.654 1.566 -1.012
2 C 0.382 -0.209 -0.323
3 C -0.851 0.289 0.473
4 C -0.464 0.429 1.941
5 C 0.140 -1.248 -1.369
6 N -0.332 2.247 -0.646
7 O -1.307 1.602 -0.021
8 O 0.298 -2.505 -0.814
9 Cl 2.241 1.916 -1.604
10 H 1.361 -0.316 0.223
11 H -1.671 -0.407 0.209
12 H -1.314 0.893 2.388
13 H 0.333 1.080 2.075
14 H -0.424 -0.553 2.505
15 H 0.832 -1.100 -2.265
16 H -0.879 -1.207 -1.661
17 H 1.001 -2.478 -0.101

Record 3
# C21H25N3O6PtS

C21H25N3O6PtS as an isolated structure in a non-equilibrium geometry (ωB97M-V/def2-TZVPD, OMol25).

Values from the calculation:
orbital gap = 7.57 eV
energy above the lowest of the compared OMol25 structures with the same formula, charge and spin = 34.01 kcal per mole
charge = +2
HOMO = -14.66 eV

CARTESIAN COORDINATES (ANGSTROEM)
1 Pt -0.176 0.252 0.064
2 N -0.874 -0.750 -1.482
3 C -1.927 -1.752 -1.116
4 C -3.238 -1.097 -0.725
5 C -3.025 -0.300 0.555
6 O -3.591 -0.480 1.592
7 O -2.090 0.659 0.374
8 H -1.244 -0.075 -2.150
9 H -0.107 -1.251 -1.922
10 H -1.531 -2.340 -0.291
11 H -2.059 -2.426 -1.964
12 H -4.002 -1.854 -0.573
13 H -3.572 -0.389 -1.487
14 C 2.914 -6.976 0.976
15 C 2.665 -5.512 1.216
16 C 3.191 -4.553 0.347
17 C 2.976 -3.201 0.558
18 C 2.227 -2.838 1.658
19 C 1.697 -3.730 2.557
20 C 1.927 -5.080 2.313
21 S 0.132 -0.725 2.753
22 O -0.695 -1.490 1.889
23 O 0.421 -1.104 4.077
24 O 0.358 0.657 2.351
25 H 2.770 -7.230 -0.074
26 H 2.254 -7.597 1.578
27 H 3.944 -7.232 1.232
28 H 3.779 -4.868 -0.506
29 H 3.399 -2.457 -0.107
30 H 1.126 -3.415 3.419
31 H 1.527 -5.808 3.007
32 C 5.462 1.830 1.612
33 N 4.488 0.952 2.294
34 N 3.445 0.414 1.592
35 C 3.111 -0.728 2.217
36 O 1.997 -1.399 1.835
37 C 3.935 -0.958 3.291
38 C 4.820 0.115 3.295
39 C 5.992 0.365 4.171
40 C 2.612 1.239 0.738
41 C 2.401 2.532 1.066
42 C 1.525 3.334 0.268
43 C 0.913 2.824 -0.827
44 C 1.150 1.459 -1.207
45 C 1.988 0.640 -0.411
46 H 4.959 2.379 0.826
47 H 6.264 1.224 1.194
48 H 5.862 2.532 2.338
49 H 3.909 -1.798 3.966
50 H 5.898 -0.215 5.085
51 H 6.081 1.420 4.427
52 H 6.913 0.057 3.669
53 H 2.850 2.956 1.955
54 H 1.348 4.361 0.559
55 H 0.260 3.439 -1.432
56 H 0.956 1.162 -2.229
57 H 2.421 -0.261 -0.828

Record 4
# C14H20OS2

A 2-piece molecular cluster, C14H20OS2 overall in a non-equilibrium geometry (ωB97M-V/def2-TZVPD, OMol25).

Values from the calculation:
orbital gap = 4.33 eV
energy above the lowest of the compared OMol25 structures with the same formula, charge and spin = 54.98 kcal per mole
HOMO = -6.51 eV

CARTESIAN COORDINATES (ANGSTROEM)
1 C -4.157 -0.071 -0.344
2 C -3.583 -0.786 -1.573
3 C -4.096 -2.234 -1.577
4 C -4.115 -0.079 -2.824
5 C -2.018 -0.702 -1.497
6 C -1.192 -1.847 -1.423
7 C 0.160 -1.732 -1.152
8 C 0.754 -0.480 -0.736
9 O 1.811 -0.503 0.001
10 C -0.021 0.684 -1.147
11 C -1.375 0.558 -1.450
12 H -3.847 0.977 -0.311
13 H -5.249 -0.112 -0.367
14 H -3.828 -0.562 0.577
15 H -3.774 -2.779 -2.473
16 H -3.779 -2.780 -0.680
17 H -5.192 -2.217 -1.577
18 H -3.771 -0.579 -3.734
19 H -5.209 -0.117 -2.819
20 H -3.803 0.968 -2.857
21 H -1.574 -2.859 -1.582
22 H 0.842 -2.572 -1.094
23 H 0.449 1.664 -1.162
24 H -1.987 1.460 -1.617
25 C 5.228 1.216 3.462
26 C 3.718 1.245 3.635
27 S 2.821 0.148 2.455
28 C 3.327 0.728 0.919
29 S 5.004 0.803 0.708
30 C 5.641 1.815 2.130
31 H 5.705 1.777 4.276
32 H 5.582 0.183 3.522
33 H 3.460 0.841 4.626
34 H 3.317 2.266 3.541
35 H 2.689 1.065 0.105
36 H 5.332 2.865 2.024
37 H 6.732 1.748 2.016

Record 5
# C28H27AsTi

C28H27AsTi as an isolated structure in a non-equilibrium geometry (ωB97M-V/def2-TZVPD, OMol25).

Values from the calculation:
<S²> = 0.76
orbital gap (alpha / beta) = 5.72 / 5.68 eV
multiplicity = 2
charge = +3
HOMO (alpha / beta) = -17.52 / -17.52 eV

CARTESIAN COORDINATES (ANGSTROEM)
1 Ti -0.362 -0.005 -0.909
2 C 2.460 0.351 -4.675
3 C 2.261 -0.029 -3.193
4 C 2.522 -1.524 -2.968
5 C 0.864 0.379 -2.815
6 C 0.622 1.623 -2.174
7 C -0.694 2.067 -1.916
8 C -1.820 1.309 -2.333
9 C -3.186 1.894 -2.263
10 C -1.577 0.029 -2.887
11 C -0.260 -0.428 -3.130
12 H 3.467 0.084 -4.981
13 H 2.328 1.420 -4.829
14 H 1.760 -0.181 -5.314
15 H 2.975 0.552 -2.594
16 H 2.072 -2.134 -3.747
17 H 2.148 -1.861 -1.989
18 H 3.592 -1.712 -3.009
19 H 1.455 2.313 -2.016
20 H -0.854 3.073 -1.513
21 H -3.412 2.293 -1.269
22 H -3.954 1.183 -2.561
23 H -3.247 2.747 -2.949
24 H -2.419 -0.541 -3.280
25 H -0.112 -1.346 -3.699
26 C -0.864 1.406 6.032
27 C 0.344 1.067 5.446
28 C 0.455 0.981 4.062
29 C -0.678 1.233 3.305
30 C -1.898 1.583 3.879
31 C -1.990 1.649 5.260
32 As -0.720 1.277 1.275
33 C 0.978 0.304 0.832
34 C 2.268 0.854 0.857
35 C 3.375 0.018 0.812
36 C 3.218 -1.368 0.749
37 C 1.957 -1.938 0.681
38 C 0.818 -1.118 0.714
39 C -0.589 -1.581 0.764
40 C -1.013 -2.917 0.809
41 C -2.353 -3.205 1.013
42 C -3.291 -2.181 1.137
43 C -2.901 -0.850 1.076
44 C -1.551 -0.527 0.913
45 H -0.925 1.514 7.107
46 H 1.214 0.873 6.058
47 H 1.413 0.745 3.610
48 H -2.757 1.821 3.252
49 H -2.934 1.899 5.722
50 H 2.395 1.931 0.962
51 H 4.368 0.442 0.864
52 H 4.091 -2.004 0.781
53 H 1.860 -3.015 0.643
54 H -0.293 -3.722 0.752
55 H -2.668 -4.234 1.105
56 H -4.326 -2.429 1.312
57 H -3.630 -0.060 1.227

Record 6
# C5H10OP2

One molecule with the formula C5H10OP2 in a non-equilibrium geometry (ωB97M-V/def2-TZVPD, OMol25).

Values from the calculation:
orbital gap (alpha / beta) = 7.09 / 7.09 eV
energy above the lowest of the compared OMol25 structures with the same formula, charge and spin = 65.44 kcal per mole
HOMO (alpha / beta) = -7.70 / -7.70 eV

CARTESIAN COORDINATES (ANGSTROEM)
1 C -1.350 -0.600 0.891
2 C -0.492 -1.023 -0.165
3 C -0.337 -2.492 -0.433
4 C 0.568 1.527 1.727
5 C 0.202 1.524 -1.510
6 O 1.935 -0.456 -1.345
7 P -1.175 0.853 1.884
8 P 0.726 0.007 -0.702
9 H -2.374 -0.947 1.123
10 H -0.897 -3.146 0.204
11 H 0.596 -3.104 -0.372
12 H -0.611 -2.721 -1.545
13 H 0.609 2.599 1.503
14 H 1.080 0.880 1.066
15 H 0.951 1.567 2.669
16 H 0.687 2.268 -0.897
17 H -0.878 1.658 -1.642
18 H 0.760 1.604 -2.457